[1]
Computed, not measured: a structure of composition C25H61BO15P2Si2, with wB97M-V/def2-TZVPD.

Values from the calculation:
- LUMO: 0.221 eV
- Max |F|: 0.0791 hartree/bohr
- Charge: 0

The geometry in XYZ format:
```
106
Properties=species:S:1:pos:R:3:mulliken_charge:R:1
C -1.40 3.86 2.44 -1.438
C -0.19 4.79 2.20 1.815
C 0.17 5.59 3.45 -1.947
C -0.43 5.71 0.98 -1.273
C 0.65 5.48 -0.10 1.269
C 0.88 6.71 -0.98 -1.733
C 0.20 4.30 -0.94 -0.142
O 1.11 3.92 -1.97 -0.525
Si 2.43 3.03 -1.55 0.094
C 1.92 1.54 -0.53 -0.700
C 0.75 0.81 -1.19 -0.456
O 0.78 -0.57 -0.78 -0.329
C -0.43 -1.13 -0.57 0.113
O -0.59 -2.05 0.19 -0.483
O 3.49 4.00 -0.76 0.453
Si 5.00 3.46 -0.27 0.180
C 5.96 5.00 0.22 -1.019
C 6.34 5.92 -0.96 0.339
C 5.73 7.30 -0.79 -1.427
O 5.92 5.33 -2.20 -0.513
B 4.91 2.32 1.40 0.571
O 3.77 2.36 2.17 -0.426
O 5.96 1.49 1.78 -0.566
H -1.53 3.59 3.49 0.431
H -1.30 2.95 1.85 0.222
H -2.32 4.35 2.11 0.335
H 0.66 4.13 2.00 -0.446
H 0.43 4.91 4.27 0.473
H 1.07 6.17 3.24 0.413
H -0.63 6.27 3.75 0.396
H -0.29 6.75 1.30 0.447
H -1.41 5.54 0.55 0.318
H 1.58 5.28 0.44 -0.110
H 0.06 6.84 -1.69 0.328
H 1.80 6.57 -1.55 0.307
H 1.01 7.60 -0.36 0.459
H -0.73 4.60 -1.44 0.361
H -0.08 3.46 -0.28 -0.240
H 3.01 2.54 -2.82 -0.258
H 1.56 1.92 0.43 0.167
H 2.75 0.86 -0.36 0.573
H 0.85 0.84 -2.28 0.175
H -0.18 1.29 -0.89 0.365
H -1.25 -0.67 -1.14 0.534
H 5.73 2.77 -1.36 -0.265
H 5.28 5.55 0.88 0.432
H 6.82 4.75 0.85 0.446
H 7.43 6.03 -0.94 0.419
H 6.17 8.05 -1.43 0.386
H 5.89 7.60 0.25 0.372
H 4.64 7.24 -0.90 0.240
H 6.69 5.16 -2.74 0.282
H 3.91 1.79 2.94 0.282
H 6.53 1.91 2.43 0.288
O -5.74 -1.68 -4.31 -0.741
P -4.83 -2.76 -4.68 0.978
O -3.39 -2.60 -4.02 -0.385
C -3.27 -2.54 -2.59 0.085
C -3.50 -3.88 -1.93 -1.069
O -4.42 -2.57 -6.22 -0.367
C -4.97 -1.52 -7.01 -0.262
C -4.10 -0.28 -6.98 -1.048
O -4.98 -4.35 -4.75 -0.281
C -6.27 -4.96 -4.51 -0.213
C -7.32 -4.48 -5.49 -1.127
H -3.96 -1.79 -2.20 0.304
H -2.26 -2.20 -2.39 -0.047
H -4.55 -4.18 -2.00 0.288
H -3.23 -3.83 -0.88 0.408
H -2.90 -4.65 -2.42 0.289
H -5.99 -1.29 -6.69 0.305
H -5.03 -1.90 -8.03 0.341
H -3.85 0.00 -5.95 0.271
H -4.60 0.56 -7.46 0.357
H -3.16 -0.47 -7.50 0.280
H -6.58 -4.76 -3.48 0.280
H -6.11 -6.03 -4.60 0.349
H -7.53 -3.42 -5.36 0.320
H -8.25 -5.03 -5.35 0.403
H -6.98 -4.63 -6.52 0.278
O -0.33 -4.17 4.83 -0.727
P 0.51 -5.28 4.37 0.954
O 1.94 -5.30 5.07 -0.334
C 2.01 -5.39 6.50 -0.344
C 1.65 -6.77 7.02 -0.905
O 0.97 -4.98 2.87 -0.385
C 0.52 -3.81 2.15 -0.192
C 1.49 -2.67 2.34 -0.868
O 0.24 -6.84 4.14 -0.283
C -1.10 -7.37 4.29 -0.211
C -2.08 -6.72 3.33 -1.139
H 1.36 -4.63 6.95 0.293
H 3.04 -5.15 6.76 0.315
H 0.58 -6.97 6.90 0.188
H 1.88 -6.85 8.09 0.405
H 2.20 -7.54 6.48 0.256
H -0.48 -3.54 2.47 0.293
H 0.46 -4.11 1.11 0.286
H 1.73 -2.52 3.39 0.316
H 1.09 -1.74 1.93 0.184
H 2.43 -2.88 1.82 0.264
H -1.43 -7.24 5.32 0.282
H -1.03 -8.44 4.10 0.350
H -2.21 -5.66 3.55 0.323
H -3.05 -7.20 3.40 0.413
H -1.71 -6.80 2.30 0.278
```



[2]
Computed, not measured: a cluster of 12 separate species, C25H61N23O14 in total, with wB97M-V/def2-TZVPD.

Values from the calculation:
- SMILES string: COCCCCCc1cccc2c1C(=O)NC2=O.NC(N)=O.NC(N)=O.NC(N)=O.NC(N)=O.NC(N)=O.NC(N)=O.NC(N)=O.NC(N)=O.NC(N)=O.NC(N)=O.NC(N)=O
- LUMO: -0.036 eV
- Max |F|: 0.0472 hartree/bohr
- Charge: 0

The geometry in XYZ format:
```
123
Properties=species:S:1:pos:R:3:mulliken_charge:R:1
C 6.30 -0.65 -0.63 -0.580
O 5.08 -1.18 -0.14 -0.414
C 4.17 -1.57 -1.16 -0.532
C 3.12 -0.47 -1.32 0.158
C 3.53 0.68 -2.27 -0.038
C 2.97 2.07 -1.92 -0.367
C 1.49 2.28 -2.33 -1.192
C 0.54 1.57 -1.36 0.954
C 0.59 1.75 0.02 -0.536
C -0.27 1.08 0.86 -1.197
C -1.23 0.19 0.39 -0.239
C -1.27 0.00 -0.96 0.680
C -0.40 0.68 -1.83 0.258
C -0.76 0.22 -3.22 -0.398
O -0.62 0.76 -4.29 -0.606
N -1.32 -1.06 -2.96 0.010
C -2.13 -0.90 -1.81 -0.307
O -3.22 -1.40 -1.61 -0.626
H 6.29 0.43 -0.44 0.075
H 6.47 -0.81 -1.70 0.359
H 7.13 -1.12 -0.08 0.308
H 4.66 -1.87 -2.11 0.252
H 3.65 -2.46 -0.79 0.237
H 2.22 -0.95 -1.76 -0.009
H 2.79 -0.05 -0.37 0.220
H 4.63 0.76 -2.19 -0.092
H 3.34 0.47 -3.33 0.155
H 3.13 2.36 -0.87 0.365
H 3.55 2.79 -2.52 0.093
H 1.36 1.81 -3.30 0.404
H 1.22 3.34 -2.39 0.453
H 1.33 2.43 0.44 0.491
H -0.17 1.25 1.93 0.528
H -1.92 -0.35 1.03 0.791
H -1.75 -1.49 -3.78 0.357
N -4.63 0.98 1.16 -0.282
C -4.35 2.31 1.02 0.640
N -5.07 3.14 1.84 -0.395
O -3.52 2.73 0.23 -0.606
H -5.30 0.62 1.81 0.177
H -4.12 0.35 0.58 0.150
H -4.89 4.13 1.76 0.210
H -5.76 2.82 2.50 0.128
N 1.04 -4.21 2.70 -0.360
C 0.85 -3.68 1.46 0.708
N -0.42 -3.27 1.19 -0.174
O 1.75 -3.58 0.64 -0.813
H 0.31 -4.31 3.38 0.142
H 1.97 -4.52 2.93 0.222
H -0.59 -2.88 0.28 0.015
H -1.18 -3.34 1.84 0.049
N 7.12 3.45 -3.82 -0.353
C 6.93 2.76 -2.66 0.562
N 6.37 3.49 -1.65 -0.245
O 7.24 1.59 -2.53 -0.671
H 6.86 4.42 -3.93 0.162
H 7.52 2.95 -4.58 0.213
H 6.21 3.02 -0.77 0.208
H 6.11 4.46 -1.74 0.168
N -8.22 4.83 2.13 -0.382
C -8.48 4.25 3.33 0.639
N -9.00 5.08 4.28 -0.391
O -8.26 3.07 3.54 -0.636
H -8.39 5.80 1.92 0.166
H -7.84 4.24 1.41 0.239
H -9.20 4.68 5.18 0.223
H -9.18 6.05 4.13 0.158
N -3.39 -6.41 1.10 -0.390
C -3.67 -5.08 1.20 0.747
N -4.16 -4.51 0.07 -0.357
O -3.50 -4.45 2.24 -0.675
H -3.53 -6.95 0.27 0.155
H -3.02 -6.87 1.92 0.243
H -4.38 -3.53 0.10 0.164
H -4.32 -5.01 -0.79 0.141
N 5.10 7.43 -4.52 -0.419
C 4.91 6.74 -3.36 0.600
N 4.35 7.46 -2.35 -0.389
O 5.21 5.56 -3.24 -0.640
H 4.86 8.39 -4.65 0.155
H 5.50 6.93 -5.29 0.216
H 4.20 6.98 -1.48 0.225
H 4.09 8.43 -2.42 0.160
N -3.94 -5.39 4.97 -0.163
C -4.36 -6.12 6.04 0.539
N -5.03 -7.27 5.73 -0.339
O -4.14 -5.78 7.19 -0.652
H -4.10 -5.65 4.01 0.042
H -3.45 -4.54 5.16 0.142
H -5.35 -7.84 6.50 0.206
H -5.22 -7.57 4.79 0.158
N -7.24 -4.41 1.19 -0.310
C -8.10 -4.29 2.25 0.472
N -7.50 -4.36 3.48 -0.286
O -9.30 -4.13 2.11 -0.651
H -6.25 -4.54 1.28 0.275
H -7.64 -4.36 0.27 0.170
H -8.10 -4.27 4.28 0.183
H -6.51 -4.48 3.61 0.190
N 7.92 4.21 1.01 -0.252
C 6.99 4.41 1.99 0.628
N 7.47 4.98 3.14 -0.408
O 5.82 4.11 1.85 -0.630
H 8.88 4.45 1.09 0.167
H 7.58 3.78 0.16 0.173
H 6.82 5.15 3.88 0.234
H 8.43 5.24 3.27 0.147
N -3.55 1.48 -6.81 -0.328
C -4.43 1.59 -5.77 0.542
N -3.87 1.51 -4.53 -0.235
O -5.63 1.75 -5.94 -0.661
H -2.56 1.35 -6.69 0.180
H -3.92 1.54 -7.74 0.197
H -4.49 1.58 -3.75 0.151
H -2.89 1.36 -4.37 0.153
N 4.23 -4.89 0.48 -0.215
C 5.38 -4.72 1.19 0.756
N 6.43 -5.51 0.79 -0.427
O 5.48 -3.93 2.11 -0.638
H 4.14 -5.54 -0.27 0.140
H 3.44 -4.31 0.73 0.155
H 7.30 -5.41 1.29 0.230
H 6.38 -6.17 0.04 0.144
```



no.,molar mass (g mol⁻¹),E_HOMO (eV),HOMO-LUMO gap (eV)
1,730.7,-9.69,9.9
2,907.9,-8.23,8.2